113
Properties=species:S:1:pos:R:3:forces:R:3:mulliken_charge:R:1 method="wB97M-V/def2-TZVPD" mol_weight_da=971.57 e_tot_ha=-3311.2811 homo_ev=-4.35 fmax_ev_per_a=1.66 charge=-1 orbital_gap_ev=6.46 multiplicity=1 e_above_lowest_kcal_mol=2.2
Sr -0.02053 0.43460 0.10728 0.4129 0.0733 -1.6064 0.669
C -1.16042 4.82871 0.66091 0.0100 0.0055 -0.0106 -1.078
C -1.82190 3.63520 1.28080 -0.0119 0.0280 0.0310 0.799
C -3.19554 3.43508 1.19708 0.0020 0.0032 -0.0030 -0.370
C -3.74115 2.29106 1.74830 -0.0066 0.0025 -0.0014 -0.204
C -2.90343 1.36581 2.35219 -0.0272 0.0273 0.0391 -1.110
C -1.54363 1.64787 2.41148 -0.0270 0.0005 0.0267 -0.216
N -1.02063 2.76613 1.90320 0.0235 -0.0899 -0.0552 0.087
Sb -0.17881 0.25090 3.35854 -0.0908 -0.0268 0.5761 0.824
C -1.15920 -1.43020 2.33808 -0.0191 0.0177 0.0925 -0.048
C -1.51908 -2.43174 3.22854 -0.0217 0.0078 -0.0043 -1.144
C -2.44935 -3.37671 2.82030 -0.0135 -0.0061 0.0258 -0.665
C -3.01040 -3.26954 1.56453 -0.0100 -0.0162 -0.0093 -1.086
C -2.60232 -2.24142 0.71695 0.0433 -0.0391 -0.0425 0.184
C -3.20632 -2.05426 -0.64107 -0.0174 0.0141 -0.0089 -0.967
N -1.67117 -1.36661 1.10656 0.0314 0.2184 0.1846 1.671
C 1.67659 1.13786 2.58958 -0.1326 -0.1173 0.2074 0.058
C 2.62556 1.16256 3.60310 0.0569 0.1336 -0.0710 -0.757
C 3.78116 1.89847 3.39434 0.0045 0.0166 0.0148 -0.860
C 3.93904 2.57455 2.20129 0.0077 0.0087 0.0293 -0.680
C 2.94887 2.49561 1.22334 -0.0273 0.0191 -0.0178 0.236
C 3.05924 3.24192 -0.06717 0.0110 -0.0084 -0.0086 -1.235
N 1.83889 1.77618 1.43388 -0.0683 -0.2127 0.0728 1.183
H -0.86641 5.54480 1.43176 0.0042 -0.0045 0.0035 0.393
H -1.82639 5.32071 -0.04667 -0.0016 0.0105 0.0024 0.267
H -0.25905 4.51131 0.13662 -0.0002 0.0035 0.0017 0.037
H -3.81255 4.14575 0.66137 -0.0014 0.0035 0.0012 0.391
H -4.80598 2.10438 1.67761 0.0009 0.0031 -0.0019 0.509
H -3.29494 0.43887 2.75397 0.0009 -0.0009 -0.0022 0.393
H -1.08514 -2.46970 4.21932 -0.0030 0.0016 -0.0019 0.492
H -2.74176 -4.17968 3.48568 0.0003 0.0021 0.0016 0.398
H -3.76384 -3.97003 1.22873 -0.0024 0.0050 -0.0067 0.509
H -4.26166 -2.33037 -0.62979 -0.0023 0.0087 0.0018 0.536
H -2.71241 -2.69039 -1.37818 -0.0200 -0.0018 0.0036 0.238
H -3.10657 -1.02303 -0.97812 -0.0001 -0.0034 -0.0031 -0.006
H 2.46736 0.61836 4.52484 -0.0080 0.0055 0.0090 0.477
H 4.55177 1.93758 4.15471 0.0015 -0.0015 -0.0027 0.376
H 4.82768 3.16045 2.00756 -0.0004 0.0008 -0.0042 0.478
H 4.09153 3.53070 -0.26248 -0.0001 -0.0021 0.0008 0.443
H 2.45444 4.15119 -0.00759 -0.0027 0.0059 0.0025 0.272
H 2.66145 2.64905 -0.89293 -0.0059 0.0161 -0.0026 -0.142
C 2.08821 -2.39071 4.16389 0.0181 -0.0187 0.0425 -1.176
O 1.82661 -2.01848 2.83409 0.0426 0.0013 -0.0420 0.059
Si 2.98454 -2.39180 1.60741 0.0061 -0.0157 0.0567 -0.757
C 3.89905 -3.91336 2.29188 -0.0310 0.0060 0.0302 -1.260
C 4.29005 -1.03991 1.75528 0.0058 -0.0093 -0.0073 -0.447
C 2.22880 -2.57333 -0.00213 -0.0434 0.0645 0.1302 1.138
Si 3.38720 -2.20106 -1.37772 -0.0160 0.0093 -0.0056 0.109
C 5.02801 -3.16631 -1.27480 0.0039 0.0145 0.0182 -1.134
C 2.72184 -2.68296 -3.08124 -0.0048 0.0133 0.0117 -0.917
C 3.92054 -0.39259 -1.51287 -0.0002 -0.0034 0.0285 -0.542
Si 1.31914 -4.14211 -0.17212 0.0013 -0.0041 -0.0169 -0.035
C -0.11675 -4.10200 -1.40577 -0.0106 -0.0136 0.0165 -0.259
C 0.50314 -4.73227 1.43993 0.0221 -0.0048 -0.0025 -0.542
C 2.35050 -5.64425 -0.71318 0.0120 0.0155 0.0121 -1.201
H 3.05739 -2.01588 4.51981 -0.0043 -0.0017 -0.0005 0.281
H 2.08273 -3.47848 4.28998 0.0042 0.0005 -0.0021 0.225
H 1.31318 -1.97214 4.81581 0.0189 -0.0065 -0.0030 0.363
H 4.42500 -3.70687 3.22918 0.0019 -0.0047 0.0075 0.340
H 4.64782 -4.21134 1.55310 -0.0017 0.0121 -0.0119 0.292
H 3.24505 -4.77305 2.45212 0.0055 -0.0013 0.0053 0.373
H 4.57729 -0.90753 2.80335 0.0005 0.0012 -0.0085 0.335
H 3.95013 -0.08010 1.36630 0.0089 -0.0236 -0.0055 -0.359
H 5.19045 -1.31682 1.20215 0.0033 -0.0120 -0.0041 0.416
H 4.85765 -4.24505 -1.30380 -0.0052 -0.0233 -0.0034 0.296
H 5.56995 -2.94375 -0.35117 0.0098 -0.0080 -0.0094 0.239
H 5.68353 -2.90410 -2.11161 -0.0084 0.0059 -0.0085 0.375
H 2.41838 -3.73019 -3.13621 -0.0125 -0.0217 -0.0036 0.227
H 3.52047 -2.53272 -3.81428 0.0041 -0.0008 0.0013 0.432
H 1.88800 -2.04993 -3.38998 -0.0065 0.0060 0.0014 0.241
H 4.85074 -0.20878 -0.96975 0.0117 0.0044 0.0183 0.485
H 3.15589 0.28955 -1.13850 -0.0002 -0.0116 -0.0168 -0.407
H 4.08648 -0.12712 -2.56083 0.0160 -0.0058 -0.0084 0.510
H -0.86115 -3.37771 -1.07247 0.0328 -0.0023 -0.0061 -0.881
H -0.60226 -5.08191 -1.45328 -0.0028 -0.0031 0.0022 0.493
H 0.19457 -3.83504 -2.41726 0.0156 -0.0114 -0.0204 0.536
H 0.21080 -3.89255 2.06921 0.0100 -0.0199 -0.0140 -0.380
H 1.17831 -5.36533 2.02093 0.0067 0.0022 0.0066 0.420
H -0.38898 -5.32558 1.21656 -0.0036 -0.0048 -0.0011 0.440
H 2.77634 -5.51876 -1.71065 0.0128 0.0004 -0.0194 0.308
H 1.73705 -6.55125 -0.72288 -0.0116 0.0042 0.0035 0.347
H 3.17957 -5.80438 -0.01825 -0.0008 -0.0082 -0.0030 0.290
N -0.27079 -0.75600 -2.28049 -0.0493 0.0187 -0.0073 0.097
N 0.43486 -0.05373 -3.27995 0.0294 -0.0364 0.0073 -0.383
C 1.03808 1.18578 -2.96707 -0.0605 0.0821 0.0091 -0.386
O 1.38529 1.88307 -3.92092 -0.0187 0.0164 -0.0130 -0.812
O 1.18691 1.43552 -1.72488 -0.1288 -0.0105 0.1696 0.101
H -1.27504 -0.66992 -2.44756 -0.0002 0.0212 0.0119 0.214
H 0.02135 -1.72639 -2.28417 -0.0288 0.0207 -0.0522 -0.103
H 0.01885 -0.06375 -4.19893 0.0079 0.0105 0.0075 0.231
C -5.61047 6.51983 -2.28351 0.0002 0.0052 -0.0022 -1.526
C -4.86463 5.21284 -2.21530 0.0044 0.0076 -0.0026 0.864
C -5.51290 4.03551 -1.86785 0.0151 -0.0050 0.0088 -1.201
C -4.83432 2.81994 -1.82683 0.0018 0.0116 0.0037 0.993
C -5.55771 1.55482 -1.44629 -0.0003 -0.0046 -0.0077 -1.433
C -3.47293 2.79209 -2.12198 -0.0137 -0.0067 -0.0182 0.150
C -2.79590 3.96041 -2.48152 0.0004 0.0032 -0.0274 0.697
C -1.33311 3.92671 -2.83073 0.0289 -0.0111 0.0028 -0.963
C -3.50963 5.15331 -2.52604 0.0029 0.0103 0.0176 -0.794
C -2.71416 1.49157 -1.95877 -0.1060 0.0088 0.1140 0.083
O -2.94526 0.54802 -2.72895 0.0276 -0.0094 -0.0611 -0.863
O -1.92719 1.47967 -0.96750 0.0952 -0.1650 0.2252 0.489
H -6.57682 6.44822 -1.78331 0.0004 0.0009 0.0014 0.369
H -5.79401 6.81365 -3.31973 -0.0014 0.0005 -0.0011 0.314
H -5.04330 7.32498 -1.81316 0.0005 0.0009 -0.0004 0.351
H -6.57045 4.06051 -1.62121 -0.0003 0.0018 -0.0010 0.261
H -6.57623 1.77147 -1.12025 0.0024 -0.0014 -0.0011 0.351
H -5.03652 1.03259 -0.63966 0.0022 0.0037 0.0036 0.081
H -5.59110 0.86390 -2.28889 -0.0044 -0.0058 -0.0085 0.384
H -0.74480 3.42271 -2.06305 -0.0062 -0.0012 -0.0111 -0.361
H -0.94154 4.93466 -2.97018 0.0024 0.0093 -0.0037 0.392
H -1.15607 3.36971 -3.75315 -0.0038 -0.0145 0.0035 0.434
H -2.98867 6.06431 -2.80683 0.0003 0.0054 -0.0003 0.341